This record from OMol25 describes a 3-piece molecular cluster, C2H10NO3 overall at a distorted geometry. The level of theory is ωB97M-V with the def2-TZVPD basis set.

The orbital gap comes out at 6.4 eV. Its net charge is -1. The multiplicity is 1.

Each line ends with the Löwdin charge.
Atoms and positions in Å:
1 O 0.198 0.785 0.492  -0.3419
2 O -4.926 -2.777 0.160  -0.0816
3 O -0.629 3.425 0.796  -0.1280
4 N 2.884 -0.132 0.293  -0.0508
5 C 1.932 -0.145 -0.883  -0.3038
6 C 0.482 -0.138 -0.455  -0.5264
7 H 2.281 0.671 -1.527  0.0866
8 H 0.252 -1.198 -0.127  0.0792
9 H -0.182 -0.092 -1.343  0.0758
10 H 2.257 -1.040 -1.439  0.0731
11 H -4.328 -2.956 0.908  0.0406
12 H -4.320 -2.864 -0.597  0.0406
13 H 2.238 -0.184 1.092  0.0384
14 H -0.377 2.497 0.563  -0.0219
15 H -0.951 3.322 1.685  -0.0082
16 H 3.191 0.826 0.380  0.0283

This record from OMol25 describes a 2-piece molecular cluster, C2H10NOS overall at a distorted geometry. The level of theory is ωB97M-V with the def2-TZVPD basis set.

The orbital gap comes out at 9.4 eV. Its net charge is +1. The multiplicity is 1.

Each line ends with the Löwdin charge.
Atoms and positions in Å:
1 S -3.123 -0.269 -0.406  0.7606
2 O 2.071 1.557 -0.809  -0.0295
3 N 0.916 -0.520 0.654  0.1790
4 C -1.508 -0.012 0.454  -0.5643
5 C -0.428 -0.878 -0.124  -0.1857
6 H 0.537 -0.195 1.543  0.1448
7 H 1.369 0.203 0.068  0.0853
8 H 1.817 2.444 -0.525  0.0797
9 H 1.533 -1.297 0.908  0.1699
10 H -1.269 1.047 0.322  0.0751
11 H 2.970 1.641 -1.142  0.0791
12 H -1.630 -0.117 1.536  0.0832
13 H -0.539 -1.947 0.022  0.1289
14 H -2.566 -1.041 -1.363  -0.1301
15 H -0.150 -0.617 -1.139  0.1239

This record from OMol25 describes a 2-piece molecular cluster, C2H10NOSi overall at a distorted geometry. The level of theory is ωB97M-V with the def2-TZVPD basis set.

The orbital gap comes out at 10.2 eV. Its net charge is +1. The multiplicity is 1.

Each line ends with the Löwdin charge.
Atoms and positions in Å:
1 Si 1.580 1.993 -0.051  0.5525
2 O 0.160 1.256 0.190  -0.3400
3 N -0.004 -1.406 -1.087  0.2209
4 C -0.915 -0.906 -0.358  -0.1783
5 C -1.163 -1.217 0.994  -0.0139
6 H 1.706 3.090 0.794  -0.0865
7 H -1.272 -0.330 1.544  0.0827
8 H -0.735 1.499 0.395  0.0579
9 H 1.478 2.373 -1.493  -0.0537
10 H -2.206 -1.726 0.954  0.1681
11 H -1.653 -0.391 -0.921  0.1518
12 H 2.561 0.820 0.263  -0.0338
13 H 0.734 -2.030 -0.688  0.1804
14 H -0.495 -1.835 1.551  0.1050
15 H 0.223 -1.191 -2.087  0.1869

Respective LUMO level values: 3.23, -3.46, -4.35 eV.